Arrangement P

{"formula": "C6H7Cl", "method": "wB97M-V/def2-TZVPD", "symbols": ["C", "C", "C", "C", "C", "Cl", "C", "H", "H", "H", "H", "H", "H", "H"], "xyz": [[0.652, 1.384, -0.751], [0.312, 0.147, 0.023], [0.763, -1.274, -0.361], [-0.358, -1.902, -0.232], [-1.101, -0.313, 0.235], [-2.490, 0.429, -0.289], [-0.290, 0.155, 1.456], [1.693, 1.822, -0.619], [-0.155, 2.056, -0.390], [0.516, 1.274, -1.861], [1.689, -1.395, -0.925], [-0.771, -2.910, -0.305], [0.099, -0.518, 2.097], [-0.560, 1.044, 1.922]], "gap_ev": 9.918, "smiles": "C[C@]12C=C[C@@]1(Cl)C2", "homo_energy_ev": -8.931, "total_charge": 0}

=====

Arrangement Q

{"formula": "C6H7Cl", "method": "wB97M-V/def2-TZVPD", "symbols": ["C", "C", "C", "C", "C", "C", "Cl", "H", "H", "H", "H", "H", "H", "H"], "xyz": [[-1.027, 1.114, 2.633], [-0.548, 0.108, 1.920], [-0.259, 0.318, 0.474], [0.340, -0.499, -0.355], [0.581, -0.198, -1.792], [1.008, -1.156, -2.578], [0.185, 1.377, -2.571], [-1.214, 1.145, 3.768], [-1.142, 2.123, 2.094], [-0.411, -0.856, 2.353], [-0.646, 1.245, 0.007], [0.778, -1.481, -0.087], [1.240, -2.180, -2.226], [1.114, -1.060, -3.641]], "gap_ev": 9.291, "smiles": "C=C/C=C/C(=C)Cl", "homo_energy_ev": -8.739, "total_charge": 0}

=====

On energetic grounds, arrangement Q is preferred over the next structure by 51.2 kcal/mol.

=====

Arrangement P

{"formula": "C6H7Cl", "method": "wB97M-V/def2-TZVPD", "symbols": ["C", "C", "Cl", "C", "C", "C", "C", "H", "H", "H", "H", "H", "H", "H"], "xyz": [[-0.767, 1.745, 0.000], [-0.235, 0.306, 0.003], [-1.649, -0.834, 0.000], [0.674, 0.014, 1.181], [1.880, -0.317, 0.739], [1.875, -0.306, -0.736], [0.665, 0.014, -1.181], [-1.350, 1.924, -0.874], [-1.368, 1.949, 0.863], [0.071, 2.448, -0.011], [0.324, 0.106, 2.218], [2.737, -0.529, 1.338], [2.723, -0.562, -1.370], [0.341, 0.098, -2.200]], "gap_ev": 9.506, "smiles": "CC1(Cl)C=CC=C1", "homo_energy_ev": -8.912, "total_charge": 0}

=====

Arrangement Q

{"formula": "C6H7Cl", "method": "wB97M-V/def2-TZVPD", "symbols": ["Cl", "C", "C", "C", "C", "C", "C", "H", "H", "H", "H", "H", "H", "H"], "xyz": [[0.568, -0.720, 2.667], [0.209, 0.020, 1.165], [1.303, -0.085, -0.124], [0.627, -0.459, -1.602], [-0.654, -0.551, -1.224], [-1.005, -0.300, 0.231], [-0.793, 1.065, 0.861], [2.041, -0.844, 0.128], [1.805, 0.878, -0.218], [1.190, -0.569, -2.497], [-1.473, -0.809, -1.882], [-1.856, -0.855, 0.606], [-0.484, 1.892, 0.239], [-1.478, 1.337, 1.650]], "gap_ev": 10.141, "smiles": "Cl[C@@]12CC=C[C@@H]1C2", "homo_energy_ev": -9.089, "total_charge": 0}

=====

On energetic grounds, arrangement P is preferred over the next structure by 41.5 kcal/mol.

=====

Arrangement P

{"formula": "C4H8N2S2", "method": "wB97M-V/def2-TZVPD", "symbols": ["C", "C", "N", "C", "N", "C", "S", "S", "H", "H", "H", "H", "H", "H", "H", "H"], "xyz": [[-0.237, -0.780, 1.314], [-0.345, -0.170, -0.090], [0.418, 1.039, -0.210], [1.609, 0.914, -0.649], [2.444, -0.178, -0.619], [-1.828, 0.128, -0.356], [-2.814, -1.047, -0.786], [-2.309, 1.794, -0.044], [-0.935, -0.288, 2.041], [0.776, -0.705, 1.729], [-0.639, -1.808, 1.257], [0.044, -0.891, -0.797], [2.096, 1.795, -1.130], [3.284, -0.157, -1.199], [2.055, -1.104, -0.427], [-3.619, 1.460, -0.033]], "gap_ev": 8.562, "smiles": "C[C@H](/N=C\\N)C(=S)S", "homo_energy_ev": -8.440, "total_charge": 0}

=====

Arrangement Q

{"formula": "C4H8N2S2", "method": "wB97M-V/def2-TZVPD", "symbols": ["C", "N", "C", "N", "C", "C", "S", "S", "H", "H", "H", "H", "H", "H", "H", "H"], "xyz": [[1.271, 1.583, -0.205], [-0.145, 1.290, -0.098], [-0.579, 0.069, -0.194], [0.119, -1.084, -0.220], [1.478, -1.347, 0.303], [-2.089, -0.078, -0.039], [-2.818, -1.529, -0.128], [-2.875, 1.441, 0.121], [1.663, 1.082, -1.117], [1.416, 2.684, -0.244], [1.839, 1.177, 0.673], [-0.536, -1.840, -0.246], [2.256, -1.115, -0.439], [1.529, -2.393, 0.497], [1.598, -0.832, 1.243], [-4.125, 0.893, 0.094]], "gap_ev": 8.180, "smiles": "C/N=C(\\NC)C(=S)S", "homo_energy_ev": -8.813, "total_charge": 0}

=====

On energetic grounds, arrangement P is preferred over the next structure by 5.5 kcal/mol.

=====

Arrangement P

{"formula": "C4H4O2S", "method": "wB97M-V/def2-TZVPD", "symbols": ["O", "C", "C", "C", "O", "C", "S", "H", "H", "H", "H"], "xyz": [[-2.031, -0.883, -2.073], [-1.341, -0.515, -1.158], [0.155, -0.683, -1.217], [0.677, -0.369, -0.084], [0.041, -0.076, 1.051], [0.360, 1.131, 1.723], [1.677, 1.983, 1.446], [-1.746, 0.012, -0.217], [0.552, -1.117, -2.232], [1.805, -0.761, 0.011], [-0.151, 1.278, 2.750]], "gap_ev": 8.993, "smiles": "O=C/C=C\\OC=S", "homo_energy_ev": -9.625, "total_charge": 0}

=====

Arrangement Q

{"formula": "C4H4O2S", "method": "wB97M-V/def2-TZVPD", "symbols": ["C", "C", "C", "O", "C", "O", "S", "H", "H", "H", "H"], "xyz": [[1.275, 1.178, 0.375], [0.145, 0.455, 0.430], [-0.923, 1.026, 1.331], [-0.679, 1.981, 2.050], [-0.226, -0.797, -0.282], [-1.045, -1.562, 0.156], [0.579, -1.123, -1.820], [1.348, 1.950, 1.152], [2.182, 0.915, -0.217], [-1.900, 0.577, 1.297], [1.264, -0.001, -1.883]], "gap_ev": 9.381, "smiles": "C=C(C=O)C(=O)S", "homo_energy_ev": -10.179, "total_charge": 0}

=====

On energetic grounds, arrangement Q is preferred over the next structure by 43.2 kcal/mol.